Record 1
Molecular formula: C5H13NP
Method: DFT, ωB97M-V/def2-TZVPD

Element x y z (Å)
C -0.84506 -0.18018 0.28123
C -0.10189 0.66600 2.59817
C -0.45905 -1.64091 -2.67752
C -1.11625 0.63708 1.46178
C 0.28376 -1.92008 -1.40823
N 1.69759 1.52882 -0.18446
P 0.76449 -0.69886 -0.15055
H -1.61251 -0.38125 -0.47901
H 0.75868 1.24279 2.14965
H -0.59149 1.23808 3.39368
H 0.03617 -0.36812 2.87673
H -0.61747 -2.63620 -3.02413
H 0.20331 -1.19105 -3.40074
H -1.32154 -1.10044 -2.49456
H -1.26008 1.63937 1.21101
H -2.19351 0.40162 1.86900
H 0.92980 -2.84705 -1.32646
H 2.66093 1.54353 -0.66719
H 1.73637 1.85601 0.70426
H 1.04775 2.21085 -0.73268

Forces on atoms 1 to 6 (eV/Å):
C -0.350 0.536 -0.531
C -0.449 0.685 -1.314
C 2.227 -1.971 1.085
C -2.495 -1.305 1.377
C 1.767 0.809 -0.360
N -0.538 0.368 -6.541

**Expectation value of S²**: 2.010
**ΔE to the lowest compared entry with this formula, charge and spin**: 0.6 kJ/mol
**HOMO-LUMO gap (alpha / beta)**: 7.904 / 6.468 eV
**E_LUMO (alpha / beta)**: -4.306 / -7.076 eV
**HOMO (alpha / beta)**: -12.2 / -13.5 eV
**Spin multiplicity**: 3
**Charge**: +1
**Calculated total energy**: -593.9821 hartree

Record 2
Molecular formula: C4H3Cl3O2S
Method: DFT, ωB97M-V/def2-TZVPD

Element x y z (Å)
O 1.05871 -1.66938 -1.37888
S 0.76435 -1.31777 -0.02473
O 1.33008 -2.11786 1.01617
C -0.99569 -1.13957 0.18476
C -1.32195 0.24901 0.07449
Cl -2.87475 0.88538 0.16435
C -0.15159 1.13848 -0.21645
Cl -0.07941 1.32149 -2.00243
Cl -0.36534 2.75500 0.50658
C 1.10573 0.46431 0.27115
H -1.69710 -1.93346 0.32166
H 1.99830 0.78282 -0.26131
H 1.22865 0.58155 1.34466

Forces on atoms 1 to 6 (eV/Å):
O -0.033 0.119 -0.279
S -0.221 0.090 0.136
O -0.002 0.077 0.423
C -0.261 5.168 -0.378
C 1.190 -4.965 0.559
Cl -0.420 0.008 -0.064

**ΔE to the lowest compared entry with this formula, charge and spin**: 0.0 kJ/mol
**SMILES string**: O=S1(=O)C=C(Cl)C(Cl)(Cl)C1
**HOMO-LUMO gap**: 9.795 eV
**E_LUMO**: -0.543 eV
**HOMO**: -10.3 eV
**Calculated total energy**: -2083.4152 hartree

Record 3
Molecular formula: C9H8N2O
Method: DFT, ωB97M-V/def2-TZVPD

Element x y z (Å)
C -3.05793 -1.02415 1.45646
O -2.59431 -0.87170 0.01335
C -1.22752 -0.53234 -0.09856
C -0.85527 -0.89511 -1.50121
C 0.46342 -0.66273 -1.84193
C 1.21636 0.14106 -1.00295
C 2.64974 0.40541 -1.13640
N 3.28199 1.35946 -0.52048
C 2.72170 1.86827 0.53959
N 1.51486 1.50811 1.11456
C 0.82980 0.68562 0.34444
C -0.42995 0.22115 0.84639
H -2.04605 -1.14129 2.16530
H -3.82727 -1.85648 1.66181
H -3.30274 -0.02492 1.85466
H -1.51636 -1.67054 -2.07090
H 0.91708 -1.20947 -2.65541
H 3.24536 0.25877 -2.04380
H 3.11923 2.65263 1.33274
H -1.10213 0.78825 1.54234

Forces on atoms 1 to 6 (eV/Å):
C 3.137 0.326 1.153
O 0.833 -0.328 3.372
C -0.899 0.687 -1.703
C 0.518 -1.590 1.608
C -1.959 -0.846 0.264
C 4.503 1.738 3.469

**ΔE to the lowest compared entry with this formula, charge and spin**: 376.3 kJ/mol
**SMILES string**: COc1ccc2cncnc2c1
**HOMO-LUMO gap**: 8.608 eV
**E_LUMO**: -0.336 eV
**HOMO**: -8.9 eV
**Calculated total energy**: -532.3835 hartree

Record 4
Molecular formula: C6H11N
Method: DFT, ωB97M-V/def2-TZVPD

Element x y z (Å)
C -1.33076 0.86251 -2.04734
C -1.07874 0.74995 -0.56630
C 0.03614 0.30450 -0.02850
C 1.10985 -0.40522 -0.68745
H -0.40611 1.40470 -2.40751
H -2.20907 1.29289 -2.51076
H -1.24059 -0.12536 -2.58709
H -1.75918 1.28927 0.09566
H 0.35225 0.47903 1.01044
H 2.01779 0.26910 -0.76712
H 0.81122 -0.61858 -1.67226
H 1.42150 -1.29361 -0.04947
C 1.17544 -1.06736 2.86768
C 0.92302 0.18937 2.81067
N -0.12942 -0.72259 3.42237
H 1.62591 -1.86102 2.43918
H 1.22664 1.14418 2.68418
H -0.80948 -1.10901 2.83947

Forces on atoms 1 to 6 (eV/Å):
C 2.296 -1.374 -1.438
C -1.336 1.244 0.192
C 0.250 0.352 1.454
C 2.279 -0.037 0.686
H -1.174 -0.209 -0.130
H -0.302 0.447 0.812

**ΔE to the lowest compared entry with this formula, charge and spin**: 568.8 kJ/mol
**SMILES string**: C/C=C\C.C1=CN1
**HOMO-LUMO gap**: 9.044 eV
**E_LUMO**: 0.975 eV
**HOMO**: -8.1 eV
**Calculated total energy**: -289.7550 hartree

The highest calculated total energy belongs to which entry?
C6H11N

Which of these has the highest calculated total energy?
C6H11N

Look up the ΔE to the lowest compared entry with this formula, charge and spin of the third one.
376.3 kJ/mol